(1)
This record from OMol25 describes a structure of composition C7H7BiN2O6. The level of theory is the ωB97M-V functional and the def2-TZVPD basis.

The geometry in XYZ format:
```
23
Properties=species:S:1:pos:R:3:forces:R:3:mulliken_charge:R:1
O -2.04419 -4.40071 2.12098 -1.0 1.8 -1.3 -0.1392
C -2.47058 -3.53951 1.50370 1.0 -1.8 1.3 0.1385
Bi -0.27314 0.54215 -0.37053 0.2 -1.5 1.3 1.4666
C 1.09161 2.41715 -1.08323 4.9 4.2 -1.8 0.2504
O 1.83213 3.18879 -1.50165 -3.1 -2.8 1.5 -0.0341
C -2.09082 1.51603 -1.28940 0.9 1.6 -0.9 0.1298
O -2.56506 2.36062 -1.96378 0.1 -2.7 1.9 -0.1873
C -0.53643 1.60074 1.94873 0.0 0.9 4.1 0.1554
O -0.53848 1.78292 3.07594 0.0 -0.5 -3.7 -0.0207
C 0.35409 -0.75162 -2.48149 0.2 -3.0 -3.8 0.1081
O 0.43184 -1.51279 -3.33277 -0.2 2.7 2.9 -0.0299
H -2.33678 0.44371 -0.56626 -2.6 0.6 -0.9 0.1145
C 3.74796 -1.65635 2.87763 0.1 -0.1 0.8 -0.7797
N 3.88879 -1.55859 1.44434 -0.9 0.5 -1.1 -0.2107
C 2.94473 -1.06462 0.60968 1.3 -0.5 0.6 0.7575
N 3.30206 -1.08462 -0.72244 -0.6 0.1 0.3 -0.3437
O 1.85685 -0.58972 1.02297 -0.6 0.6 -1.0 -0.7337
H 2.76186 -1.31149 3.19013 0.1 0.0 -0.2 0.2636
H 4.51005 -1.05231 3.37826 -0.1 0.0 -0.1 0.3043
H 3.87555 -2.69434 3.19800 -0.1 0.1 -0.1 0.3067
H 4.75993 -1.86145 1.02460 -0.2 0.0 0.2 0.2059
H 2.54019 -1.00185 -1.38828 0.6 -0.2 0.3 0.0033
H 4.05159 -1.71950 -0.97143 -0.2 0.2 -0.3 0.2743
```
Forces are in eV/Å.

The calculation puts the HOMO energy at -16.27 eV. Its spin multiplicity is 1. The net charge is +2. The calculation puts the LUMO energy at -9.796 eV. Its total energy is -1045.69745 Ha.

---

(2)
This record from OMol25 describes the molecule C7H7BrINO3. The level of theory is the ωB97M-V functional and the def2-TZVPD basis.

The geometry in XYZ format:
```
20
Properties=species:S:1:pos:R:3:forces:R:3:mulliken_charge:R:1
C -0.99993 3.94890 0.74916 0.0 -0.1 -0.2 0.0101
C -1.27441 2.97798 0.14592 -1.1 -1.1 -1.1 -0.5781
C -1.76341 1.97630 -0.73614 -0.9 0.3 -1.3 0.0378
Br -1.58296 2.91056 -2.58828 -0.3 -1.0 1.0 -0.1439
I -3.89337 1.54150 -0.31190 0.7 0.2 -0.2 0.1222
O -1.07553 0.79498 -0.78728 0.4 -0.3 0.0 -0.2704
C -0.41159 0.43555 0.39947 -0.4 0.5 0.0 0.5840
O -0.62675 1.02386 1.42799 0.6 -0.8 0.1 -0.5453
N 0.43715 -0.56076 0.14407 -0.9 0.5 0.4 0.3231
C 0.48209 -1.53976 -0.87007 -1.3 0.5 -5.2 -0.5720
C 1.61317 -2.29552 -0.15254 0.1 1.1 -1.6 0.3017
O 1.13318 -3.58038 0.14439 1.3 0.0 -2.1 -0.5160
C 1.44170 -1.19469 0.95660 1.0 1.0 -0.4 -0.8736
H -0.48582 4.56552 1.34725 1.1 2.3 1.8 0.5174
H 0.61836 -1.03768 -1.93560 0.5 -1.0 1.9 0.1829
H -0.45432 -2.12843 -1.11648 0.9 0.3 1.1 0.2488
H 2.58234 -2.22296 -0.81503 -1.6 -0.7 1.8 0.2595
H 0.98145 -3.65643 1.04940 -0.3 -0.3 2.4 0.2871
H 1.01146 -1.49113 1.88231 0.1 -0.6 1.1 0.3586
H 2.26720 -0.46745 1.06676 0.0 -0.8 0.4 0.2661
```
Forces are in eV/Å.

The calculation puts the HOMO energy at -9.52 eV. Its spin multiplicity is 1. The calculation puts the energy relative to the best compared isomer or geometry (same formula, charge and spin) at 76.3 kJ/mol. The calculation puts the LUMO energy at -0.423 eV. Its total energy is -3422.96862 Ha.